{
  "formula": "C43H48IrN2O3P2",
  "method": "wB97M-V/def2-TZVPD",
  "total_charge": 2,
  "e_homo_ev": [-12.08, -12.97],
  "spin_multiplicity": 6,
  "s2": 8.789,
  "molar_mass_g_mol": 895.0,
  "e_above_lowest_kj_mol": 0.00,
  "species": ["Ir", "C", "C", "C", "C", "C", "C", "C", "C", "C", "H", "H", "H", "H", "H", "H", "H", "H", "H", "H", "H", "H", "H", "H", "H", "P", "P", "C", "C", "C", "C", "C", "C", "C", "C", "C", "C", "C", "C", "C", "C", "C", "C", "C", "C", "C", "C", "C", "C", "C", "C", "C", "C", "H", "H", "H", "H", "H", "H", "H", "H", "H", "H", "H", "H", "H", "H", "H", "H", "H", "H", "H", "H", "H", "H", "C", "C", "C", "C", "C", "C", "O", "N", "C", "O", "N", "C", "O", "H", "H", "H", "H", "H", "H", "H", "H", "H", "H", "H"],
  "coordinates": [[0.119, 0.160, 3.429], [-2.181, 0.004, 4.399], [-1.906, -0.347, 3.047], [-2.501, 0.427, 1.871], [-1.585, 1.527, 1.326], [-0.378, 1.768, 2.212], [-0.518, 2.187, 3.594], [-1.828, 2.527, 4.259], [-2.570, 1.320, 4.918], [2.018, -0.092, 3.019], [-2.322, -0.845, 5.072], [-1.933, -1.434, 2.882], [-3.487, 0.832, 2.147], [-2.690, -0.316, 1.080], [-1.223, 1.224, 0.335], [-2.132, 2.470, 1.170], [0.500, 2.202, 1.714], [0.350, 2.725, 4.002], [-2.496, 3.067, 3.577], [-1.585, 3.244, 5.056], [-2.351, 1.366, 5.998], [-3.666, 1.458, 4.882], [2.502, -0.736, 3.759], [2.490, 0.894, 3.054], [2.189, -0.509, 2.023], [-0.027, -2.095, -5.273], [1.904, 0.510, -5.551], [-0.658, -0.509, -5.886], [0.186, 0.526, -6.141], [-0.779, -3.278, -6.480], [-1.926, -3.000, -7.233], [-2.507, -3.982, -8.044], [-1.907, -5.239, -8.177], [-0.699, -5.492, -7.508], [-0.133, -4.518, -6.679], [-1.035, -2.238, -3.743], [-0.674, -1.375, -2.688], [-1.385, -1.402, -1.493], [-2.443, -2.306, -1.338], [-2.802, -3.168, -2.381], [-2.113, -3.123, -3.600], [2.603, 1.220, -7.134], [2.542, 0.409, -8.287], [2.926, 0.920, -9.529], [3.413, 2.231, -9.639], [3.513, 3.017, -8.487], [3.103, 2.519, -7.248], [2.016, 1.963, -4.442], [3.180, 2.051, -3.645], [3.390, 3.163, -2.836], [2.429, 4.183, -2.792], [1.253, 4.077, -3.548], [1.043, 2.962, -4.365], [-1.749, -0.403, -5.958], [-0.104, 1.393, -6.751], [-2.385, -2.007, -7.185], [-3.437, -3.771, -8.581], [-2.365, -6.014, -8.804], [-0.207, -6.457, -7.636], [0.811, -4.716, -6.170], [0.155, -0.672, -2.821], [-1.109, -0.723, -0.681], [-2.990, -2.342, -0.397], [-3.619, -3.877, -2.259], [-2.420, -3.754, -4.434], [2.164, -0.611, -8.208], [2.846, 0.298, -10.417], [3.706, 2.632, -10.612], [3.907, 4.031, -8.557], [3.149, 3.164, -6.362], [3.916, 1.245, -3.685], [4.304, 3.238, -2.247], [2.606, 5.063, -2.177], [0.505, 4.870, -3.505], [0.124, 2.879, -4.954], [-1.265, -0.756, 9.913], [-1.071, -0.272, 8.478], [0.405, -0.225, 7.992], [1.305, 0.570, 8.974], [0.846, 1.950, 9.400], [0.967, -1.650, 7.969], [1.587, -2.167, 8.892], [0.654, -2.379, 6.820], [0.366, -1.844, 5.544], [0.145, -2.577, 4.571], [0.378, -0.475, 5.466], [0.460, 0.367, 6.546], [0.544, 1.592, 6.381], [-0.734, -1.698, 10.094], [-2.332, -0.938, 10.079], [-0.933, -0.024, 10.659], [-1.606, -0.960, 7.807], [-1.550, 0.713, 8.349], [1.423, -0.046, 9.875], [2.313, 0.656, 8.545], [-0.054, 1.908, 10.022], [1.635, 2.430, 9.992], [0.652, 2.573, 8.523], [0.828, -3.364, 6.854]]
}